# 1
Here is a cluster of 6 separate species, C43H39N6O21 in total in a non-equilibrium geometry from OMol25. Energies are from ωB97M-V with the def2-TZVPD basis set.

Last columns: bonded neighbours and bond lengths (Å).
Cartesian coordinates (Å):
1 C 4.676 3.967 1.691  H31 1.091, C70 1.391, C91 1.397
2 O -4.066 2.514 2.169  C46 1.214
3 C -0.766 1.811 3.276  C69 1.340, C88 1.453, H99 1.081
4 H -9.095 0.670 2.376  C37 1.081
5 O -0.377 1.116 -0.370  C14 1.341, H23 0.979
6 C 0.984 -1.773 -7.822  C44 1.462, H76 1.082, C102 1.334
7 H 5.819 -0.270 1.864  N40 1.022
8 C -4.594 1.890 9.190  C36 1.339, C68 1.499, O89 1.333
9 N 5.645 -2.064 -1.767  H16 1.011, C43 1.368, N47 1.345
10 O -2.263 -2.554 -5.574  C59 1.219
11 C 6.506 1.918 1.093  C32 1.393, C41 1.399, H103 1.097
12 H -4.412 -0.256 5.208  O97 0.985
13 C 3.868 -0.193 1.353  O29 1.215, C34 1.544, N40 1.451
14 C -0.986 1.462 0.774  O5 1.341, C64 1.340, C88 1.501
15 H -5.795 3.056 7.885  C36 1.081
16 H 6.604 -1.919 -1.484  N9 1.011
17 O -2.652 2.538 4.444  H33 0.978, C69 1.330
18 O 3.446 -1.754 -10.618  H22 0.978, C107 1.327
19 O -4.787 0.059 3.405  C57 1.226
20 O -1.285 0.631 -2.273  H66 0.970, C86 1.337
21 H -5.526 -2.207 4.499  C67 1.081
22 H 2.737 -2.210 -11.113  O18 0.978
23 H 0.543 0.899 -0.116  O5 0.979
24 C 3.668 -0.899 -8.457  H45 1.081, C93 1.450, C107 1.343
25 O -5.423 1.581 5.761  C48 1.218
26 H 5.315 -2.040 -5.077  C55 1.099
27 H 4.778 0.211 -4.435  C81 1.098
28 O 0.939 -2.531 -10.050  C44 1.212
29 O 3.578 0.328 0.294  C13 1.215
30 O 1.017 1.069 1.937  C88 1.221
31 H 3.921 4.720 1.922  C1 1.091
32 C 5.324 1.620 1.766  C11 1.393, N40 1.454, C70 1.397
33 H -3.578 2.748 4.209  O17 0.978
34 C 3.004 -1.392 1.797  C13 1.544, H61 1.098, C62 1.587, H85 1.097
35 O -9.810 -1.630 3.405  C65 1.216
36 C -5.162 2.189 8.015  C8 1.339, H15 1.081, C48 1.456
37 C -8.304 0.078 2.814  H4 1.081, C65 1.454, C101 1.341
38 O -3.212 0.473 10.441  C68 1.216
39 H -5.690 1.721 2.454  O90 0.981
40 N 4.993 0.257 2.152  H7 1.022, C13 1.451, C32 1.454
41 C 6.796 3.241 0.743  C11 1.399, H63 1.093, C91 1.390
42 O -4.853 -1.848 -5.659  C84 1.334, H109 0.976
43 C 4.546 -2.362 -1.008  N9 1.368, N51 1.339, N60 1.332
44 C 1.549 -1.991 -9.153  C6 1.462, O28 1.212, C107 1.503
45 H 4.679 -0.554 -8.627  C24 1.081
46 C -2.898 2.192 2.074  O2 1.214, C64 1.456, C69 1.499
47 N 5.142 -1.961 -3.010  N9 1.345, C55 1.481, C77 1.319
48 C -4.940 1.340 6.853  O25 1.218, C36 1.456, C72 1.504
49 C -3.547 0.401 -3.077  C52 1.456, O83 1.218, C86 1.500
50 H 6.096 5.283 0.782  C91 1.093
51 N 3.419 -2.455 -1.725  C43 1.339, C77 1.362
52 C -4.472 -0.259 -3.988  C49 1.456, H54 1.081, C84 1.339
53 C -3.512 -0.177 8.200  C68 1.456, C72 1.340, H80 1.081
54 H -5.504 0.062 -3.969  C52 1.081
55 C 5.884 -1.607 -4.243  H26 1.099, N47 1.481, C81 1.559, H108 1.097
56 C -1.675 -0.984 -3.925  C59 1.455, C86 1.339, H95 1.078
57 C -5.942 -0.351 3.440  O19 1.226, C67 1.454, C101 1.502
58 H 3.502 2.346 2.567  C70 1.097
59 C -2.602 -1.659 -4.819  O10 1.219, C56 1.455, C84 1.500
60 N 4.688 -2.490 0.310  C43 1.332, C62 1.478, H79 1.008
61 H 2.966 -1.416 2.894  C34 1.098
62 C 3.537 -2.760 1.196  C34 1.587, N60 1.478, H94 1.095, H98 1.097
63 H 7.726 3.516 0.238  C41 1.093
64 C -2.276 1.824 0.810  C14 1.340, C46 1.456, H75 1.083
65 C -8.672 -1.201 3.401  O35 1.216, C37 1.454, C74 1.501
66 H -1.845 1.270 -1.805  O20 0.970
67 C -6.313 -1.619 4.048  H21 1.081, C57 1.454, C74 1.340
68 C -3.717 0.686 9.355  C8 1.499, O38 1.216, C53 1.456
69 C -2.055 2.176 3.312  C3 1.340, O17 1.330, C46 1.499
70 C 4.422 2.648 2.053  C1 1.391, C32 1.397, H58 1.097
71 H -4.262 2.213 10.985  O89 0.977
72 C -4.081 0.117 7.023  C48 1.504, C53 1.340, O97 1.337
73 H 6.482 1.534 -3.190  N100 1.015
74 C -7.590 -2.024 4.036  C65 1.501, C67 1.340, O105 1.330
75 H -2.899 1.857 -0.076  C64 1.083
76 H -0.022 -2.129 -7.639  C6 1.082
77 C 3.844 -2.195 -2.992  N47 1.319, N51 1.362, H78 1.088
78 H 3.253 -2.154 -3.905  C77 1.088
79 H 5.575 -2.382 0.775  N60 1.008
80 H -2.891 -1.051 8.337  C53 1.081
81 C 5.841 -0.053 -4.355  H27 1.098, C55 1.559, N100 1.481, H104 1.095
82 O 3.687 -0.096 -6.241  C93 1.226
83 O -3.888 1.273 -2.299  C49 1.218
84 C -4.037 -1.223 -4.809  O42 1.334, C52 1.339, C59 1.500
85 H 2.021 -1.231 1.337  C34 1.097
86 C -2.106 -0.016 -3.107  O20 1.337, C49 1.500, C56 1.339
87 O 1.231 -0.933 -5.649  H92 0.975, C102 1.342
88 C -0.149 1.422 2.019  C3 1.453, C14 1.501, O30 1.221
89 O -4.777 2.642 10.275  C8 1.333, H71 0.977
90 O -6.657 1.655 2.307  H39 0.981, C101 1.331
91 C 5.884 4.244 1.047  C1 1.397, C41 1.390, H50 1.093
92 H 1.944 -0.464 -5.178  O87 0.975
93 C 3.092 -0.667 -7.148  C24 1.450, O82 1.226, C102 1.493
94 H 2.739 -3.236 0.617  C62 1.095
95 H -0.643 -1.295 -3.955  C56 1.078
96 H -8.934 -3.233 4.438  O105 0.978
97 O -3.909 -0.663 5.950  H12 0.985, C72 1.337
98 H 3.817 -3.447 2.005  C62 1.097
99 H -0.147 1.793 4.162  C3 1.081
100 N 6.324 0.537 -3.085  H73 1.015, C81 1.481, H106 1.018
101 C -7.028 0.488 2.829  C37 1.341, C57 1.502, O90 1.331
102 C 1.705 -1.155 -6.885  C6 1.334, O87 1.342, C93 1.493
103 H 7.237 1.150 0.814  C11 1.097
104 H 6.424 0.319 -5.204  C81 1.095
105 O -7.969 -3.176 4.583  C74 1.330, H96 0.978
106 H 5.611 0.466 -2.363  N100 1.018
107 C 2.954 -1.521 -9.408  O18 1.327, C24 1.343, C44 1.503
108 H 6.911 -1.994 -4.225  C55 1.097
109 H -4.299 -2.497 -6.132  O42 0.976

The charge is +1. Its lowest unoccupied orbital energy is -3.85 eV. As for the HOMO energy: -10.7206 eV. The HOMO-LUMO gap is 6.9 eV.

These are the Löwdin partial charges, in e, on atoms 1 to 99: atom 1 (C): -0.061, atom 2 (O): 0.101, atom 3 (C): 0.083, atom 4 (H): 0.139, atom 5 (O): 0.072, atom 6 (C): 0.095, atom 7 (H): 0.112, atom 8 (C): -0.234, atom 9 (N): 0.198, atom 10 (O): 0.099, atom 11 (C): -0.045, atom 12 (H): 0.060, atom 13 (C): -0.438, atom 14 (C): -0.192, atom 15 (H): 0.137, atom 16 (H): 0.191, atom 17 (O): 0.126, atom 18 (O): 0.135, atom 19 (O): 0.068, atom 20 (O): 0.076, atom 21 (H): 0.135, atom 22 (H): 0.131, atom 23 (H): 0.128, atom 24 (C): 0.077, atom 25 (O): 0.106, atom 26 (H): 0.123, atom 27 (H): 0.084, atom 28 (O): 0.141, atom 29 (O): 0.082, atom 30 (O): 0.086, atom 31 (H): 0.112, atom 32 (C): -0.273, atom 33 (H): 0.119, atom 34 (C): -0.061, atom 35 (O): 0.117, atom 36 (C): 0.078, atom 37 (C): 0.081, atom 38 (O): 0.113, atom 39 (H): 0.070, atom 40 (N): 0.111, atom 41 (C): -0.086, atom 42 (O): 0.119, atom 43 (C): -0.347, atom 44 (C): -0.300, atom 45 (H): 0.138, atom 46 (C): -0.282, atom 47 (N): -0.083, atom 48 (C): -0.301, atom 49 (C): -0.301, atom 50 (H): 0.107, atom 51 (N): 0.199, atom 52 (C): 0.081, atom 53 (C): 0.075, atom 54 (H): 0.140, atom 55 (C): -0.069, atom 56 (C): 0.071, atom 57 (C): -0.296, atom 58 (H): 0.117, atom 59 (C): -0.311, atom 60 (N): 0.072, atom 61 (H): 0.121, atom 62 (C): -0.108, atom 63 (H): 0.108, atom 64 (C): 0.101, atom 65 (C): -0.314, atom 66 (H): 0.090, atom 67 (C): 0.076, atom 68 (C): -0.316, atom 69 (C): -0.220, atom 70 (C): -0.029, atom 71 (H): 0.122, atom 72 (C): -0.221, atom 73 (H): 0.079, atom 74 (C): -0.223, atom 75 (H): 0.119, atom 76 (H): 0.138, atom 77 (C): -0.032, atom 78 (H): 0.151, atom 79 (H): 0.151, atom 80 (H): 0.135, atom 81 (C): -0.232, atom 82 (O): 0.054, atom 83 (O): 0.110, atom 84 (C): -0.232, atom 85 (H): 0.104, atom 86 (C): -0.203, atom 87 (O): 0.087, atom 88 (C): -0.294, atom 89 (O): 0.118, atom 90 (O): 0.120, atom 91 (C): -0.094, atom 92 (H): 0.104, atom 93 (C): -0.302, atom 94 (H): 0.118, atom 95 (H): 0.114, atom 96 (H): 0.125, atom 97 (O): 0.095, atom 98 (H): 0.124, atom 99 (H): 0.138


# 2
Here is a cluster of 6 separate species, C43H40FNO12S in total in a non-equilibrium geometry from OMol25. Energies are from ωB97M-V with the def2-TZVPD basis set.

Last columns: bonded neighbours and bond lengths (Å).
Cartesian coordinates (Å):
1 H 1.700 -0.799 -3.415  C32 1.138
2 H -1.782 9.289 9.712  C64 1.083
3 H -0.180 -5.410 -2.915  C49 1.146
4 H -1.965 -0.878 -0.158  C53 1.151
5 S 4.414 -3.699 -4.055  N10 1.723, O40 1.520, O72 1.516, F92 1.687
6 H -2.493 2.684 4.596  C19 1.082
7 O 7.525 -7.777 -8.977  C87 1.216
8 C -1.109 3.520 -2.579  H23 1.083, C68 1.478, C78 1.334
9 C 0.427 -3.938 -4.474  C49 1.630, H71 1.157, H76 1.141, C97 1.631
10 N 2.802 -3.169 -4.355  S5 1.723, C16 1.482, C97 1.501
11 C -5.733 1.909 3.695  C20 1.479, C67 1.478, O93 1.217
12 H 3.365 -0.245 -8.427  C95 1.142
13 C -1.817 5.448 10.582  C29 1.334, C79 1.478, H94 1.083
14 O -1.858 6.953 -3.086  C73 1.216
15 C 4.905 -5.544 -8.110  H27 1.082, C58 1.333, C83 1.478
16 C 2.743 -1.932 -5.169  N10 1.482, C32 1.571, C39 1.546
17 H 7.001 -5.524 -7.803  C58 1.083
18 H 3.139 -8.068 -9.753  C30 1.083
19 C -3.345 2.161 4.182  H6 1.082, C60 1.477, C67 1.334
20 C -5.453 0.623 3.022  C11 1.479, C45 1.333, H59 1.083
21 O 1.006 2.503 -2.755  C68 1.218
22 C -3.072 1.954 7.807  C50 1.479, C70 1.479, O98 1.218
23 H -1.552 2.566 -2.325  C8 1.083
24 H -1.409 -3.852 -1.355  C88 1.141
25 C 0.975 4.817 -3.180  C28 1.334, H61 1.083, C68 1.478
26 H 5.443 -8.992 -9.937  C35 1.083
27 H 4.698 -4.602 -7.619  C15 1.082
28 C 0.256 5.937 -3.263  C25 1.334, H42 1.083, C73 1.478
29 C -0.892 6.230 11.140  C13 1.334, H80 1.083, C84 1.479
30 C 4.002 -7.554 -9.347  H18 1.083, C35 1.334, C83 1.478
31 H 1.377 1.512 -4.581  C96 1.158
32 C 2.076 -0.685 -4.483  H1 1.138, C16 1.571, C96 1.544
33 C 0.156 -2.139 -1.536  C43 1.611, H48 1.155, H74 1.152, C88 1.610
34 H 2.181 1.849 -7.158  C47 1.140
35 C 5.236 -8.049 -9.446  H26 1.083, C30 1.334, C87 1.479
36 O -1.931 0.438 3.428  C60 1.219
37 H -2.057 0.429 6.610  C70 1.083
38 H -3.035 2.051 11.259  C89 1.083
39 C 3.230 -1.764 -6.626  C16 1.546, H86 1.137, C95 1.569
40 O 4.421 -5.071 -3.403  S5 1.520
41 H 1.904 -4.171 -6.126  C97 1.142
42 H 0.700 6.892 -3.516  C28 1.083
43 C 0.047 -1.946 0.060  C33 1.611, H51 1.149, C53 1.609, H56 1.158
44 C -2.764 7.445 9.357  H57 1.083, C64 1.334, C79 1.478
45 C -4.213 0.142 2.935  C20 1.333, C60 1.479, H77 1.083
46 O 2.615 -5.815 -8.579  C83 1.218
47 C 2.364 0.841 -6.658  H34 1.140, C95 1.554, C96 1.548
48 H 1.262 -2.308 -1.822  C33 1.155
49 C 0.236 -4.342 -2.906  H3 1.146, C9 1.630, C88 1.629, H90 1.145
50 C -3.340 2.402 9.190  C22 1.479, H69 1.083, C89 1.334
51 H 0.680 -1.029 0.341  C43 1.149
52 O -1.576 -0.080 11.019  C63 1.217
53 C -1.463 -1.652 0.531  H4 1.151, C43 1.609, H66 1.154, H85 1.165
54 O 0.013 8.390 11.355  C84 1.216
55 C -1.753 0.079 8.678  H62 1.083, C63 1.479, C70 1.334
56 H 0.503 -2.839 0.639  C43 1.158
57 H -3.509 7.830 8.671  C44 1.083
58 C 6.139 -6.039 -8.209  C15 1.333, H17 1.083, C87 1.479
59 H -6.306 0.099 2.607  C20 1.083
60 C -3.065 0.876 3.509  C19 1.477, O36 1.219, C45 1.479
61 H 2.043 4.801 -3.363  C25 1.083
62 H -1.144 -0.809 8.566  C55 1.083
63 C -2.021 0.526 10.062  O52 1.217, C55 1.479, C89 1.478
64 C -1.839 8.227 9.915  H2 1.083, C44 1.334, C84 1.478
65 H -4.808 3.582 4.757  C67 1.082
66 H -2.043 -2.649 0.558  C53 1.154
67 C -4.586 2.642 4.268  C11 1.478, C19 1.334, H65 1.082
68 C 0.348 3.525 -2.832  C8 1.478, O21 1.218, C25 1.478
69 H -3.949 3.290 9.302  C50 1.083
70 C -2.243 0.743 7.630  C22 1.479, H37 1.083, C55 1.334
71 H 0.206 -2.806 -4.562  C9 1.157
72 O 5.073 -2.772 -3.052  S5 1.516
73 C -1.201 5.933 -3.010  O14 1.216, C28 1.478, C78 1.479
74 H -0.139 -1.138 -2.024  C33 1.152
75 O -3.671 5.285 9.140  C79 1.218
76 H -0.287 -4.494 -5.169  C9 1.141
77 H -3.990 -0.799 2.446  C45 1.083
78 C -1.828 4.640 -2.661  C8 1.334, C73 1.479, H82 1.083
79 C -2.824 5.997 9.649  C13 1.478, C44 1.478, O75 1.218
80 H -0.148 5.845 11.826  C29 1.083
81 H -1.433 -2.855 -2.946  C88 1.151
82 H -2.895 4.655 -2.478  C78 1.083
83 C 3.743 -6.265 -8.671  C15 1.478, C30 1.478, O46 1.218
84 C -0.832 7.678 10.848  C29 1.479, O54 1.216, C64 1.478
85 H -1.416 -1.160 1.586  C53 1.165
86 H 3.701 -2.634 -7.187  C39 1.137
87 C 6.399 -7.328 -8.885  O7 1.216, C35 1.479, C58 1.479
88 C -0.765 -3.317 -2.131  H24 1.141, C33 1.610, C49 1.629, H81 1.151
89 C -2.850 1.737 10.239  H38 1.083, C50 1.334, C63 1.478
90 H 1.280 -4.378 -2.436  C49 1.145
91 H 2.212 -5.298 -4.685  C97 1.142
92 F 5.416 -3.719 -5.411  S5 1.687
93 O -6.867 2.346 3.775  C11 1.217
94 H -1.874 4.386 10.785  C13 1.083
95 C 3.038 -0.381 -7.341  H12 1.142, C39 1.569, C47 1.554
96 C 1.894 0.675 -5.192  H31 1.158, C32 1.544, C47 1.548
97 C 1.948 -4.229 -4.987  C9 1.631, N10 1.501, H41 1.142, H91 1.142
98 O -3.517 2.560 6.848  C22 1.218

Its lowest unoccupied orbital energy is -1.91 eV. As for the HOMO energy: -9.2225 eV. The HOMO-LUMO gap is 7.3 eV. As for the SMILES: CCCCCCCN(c1ccccc1)S(=O)(=O)F.O=C1C=CC(=O)C=C1.O=C1C=CC(=O)C=C1.O=C1C=CC(=O)C=C1.O=C1C=CC(=O)C=C1.O=C1C=CC(=O)C=C1.

Charges obtained by Löwdin population analysis, quoted in units of e: atom 1 (H): 0.080, atom 2 (H): 0.124, atom 3 (H): 0.106, atom 4 (H): 0.080, atom 5 (S): 0.805, atom 6 (H): 0.119, atom 7 (O): 0.110, atom 8 (C): 0.025, atom 9 (C): -0.157, atom 10 (N): -0.190, atom 11 (C): -0.383, atom 12 (H): 0.088, atom 13 (C): 0.030, atom 14 (O): 0.110, atom 15 (C): 0.020, atom 16 (C): -0.217, atom 17 (H): 0.127, atom 18 (H): 0.122, atom 19 (C): -0.003, atom 20 (C): 0.023, atom 21 (O): 0.071, atom 22 (C): -0.346, atom 23 (H): 0.122, atom 24 (H): 0.102, atom 25 (C): 0.026, atom 26 (H): 0.123, atom 27 (H): 0.084, atom 28 (C): 0.024, atom 29 (C): 0.030, atom 30 (C): 0.021, atom 31 (H): 0.071, atom 32 (C): 0.029, atom 33 (C): -0.233, atom 34 (H): 0.090, atom 35 (C): 0.023, atom 36 (O): 0.082, atom 37 (H): 0.118, atom 38 (H): 0.122, atom 39 (C): 0.006, atom 40 (O): -0.317, atom 41 (H): 0.118, atom 42 (H): 0.124, atom 43 (C): -0.255, atom 44 (C): 0.026, atom 45 (C): 0.021, atom 46 (O): 0.093, atom 47 (C): -0.058, atom 48 (H): 0.097, atom 49 (C): -0.194, atom 50 (C): 0.016, atom 51 (H): 0.105, atom 52 (O): 0.104, atom 53 (C): -0.141, atom 54 (O): 0.112, atom 55 (C): 0.028, atom 56 (H): 0.117, atom 57 (H): 0.124, atom 58 (C): 0.034, atom 59 (H): 0.122, atom 60 (C): -0.383, atom 61 (H): 0.125, atom 62 (H): 0.124, atom 63 (C): -0.388, atom 64 (C): 0.025, atom 65 (H): 0.123, atom 66 (H): 0.071, atom 67 (C): 0.010, atom 68 (C): -0.379, atom 69 (H): 0.094, atom 70 (C): 0.034, atom 71 (H): 0.106, atom 72 (O): -0.314, atom 73 (C): -0.386, atom 74 (H): 0.101, atom 75 (O): 0.086, atom 76 (H): 0.117, atom 77 (H): 0.115, atom 78 (C): 0.025, atom 79 (C): -0.361, atom 80 (H): 0.125, atom 81 (H): 0.108, atom 82 (H): 0.124, atom 83 (C): -0.383, atom 84 (C): -0.385, atom 85 (H): 0.060, atom 86 (H): 0.079, atom 87 (C): -0.384, atom 88 (C): -0.184, atom 89 (C): 0.015, atom 90 (H): 0.105, atom 91 (H): 0.131, atom 92 (F): -0.228, atom 93 (O): 0.103, atom 94 (H): 0.105, atom 95 (C): -0.050, atom 96 (C): -0.042, atom 97 (C): -0.195, atom 98 (O): 0.092